138
Properties=species:S:1:pos:R:3:forces:R:3:mulliken_charge:R:1 method="wB97M-V/def2-TZVPD" e_homo_ev="-6.28 / -7.69" relative_energy_ev=0.352 spin_multiplicity=3 mol_weight_da=1392.34 e_tot_ha=-5357.138792 e_lumo_ev="0.21 / -1.24" s2=2.0120 max_force_ev_per_a=0.622
Pt -0.49769 0.86284 1.07086 -0.5255 -0.0790 0.3239 3.0058
C 2.47683 7.11893 -0.91788 -0.0265 -0.0652 0.0304 -1.7809
C 2.07809 5.79447 -0.31421 0.0737 0.0042 0.0047 -0.2997
C 3.00174 4.97513 0.32937 0.0579 0.1277 -0.0157 -0.2303
C 2.65926 3.75917 0.89631 0.0967 -0.0419 0.1102 0.9680
C 3.71041 2.94858 1.58622 0.0901 0.0196 -0.0790 -0.1681
O 3.48394 2.22842 2.53289 -0.0997 0.0350 0.1255 -0.6230
C 5.13703 3.04561 1.09299 -0.1208 0.0404 -0.0335 0.6514
C 5.46968 3.21080 -0.24718 0.0224 0.0033 -0.0596 0.2257
C 6.79982 3.23333 -0.64385 0.0029 0.0033 0.0150 -1.0074
C 7.80820 3.10590 0.30123 -0.0360 -0.0014 0.0232 -0.4235
C 7.48222 2.93894 1.64239 -0.0361 -0.0034 -0.0370 -0.6152
C 6.15289 2.89948 2.03227 0.0675 -0.0222 0.0351 -0.6666
C 1.30361 3.32024 0.87149 -0.0511 -0.0347 0.0601 -0.2248
O 0.98483 2.23399 1.48958 0.5601 -0.1203 -0.1243 -1.5753
C 0.35781 4.12586 0.17586 -0.1234 -0.0119 -0.0897 1.2662
C 0.77754 5.33772 -0.38726 -0.0724 0.0463 -0.0504 -0.9250
C -1.03975 3.71985 -0.00720 -0.0352 0.1080 0.0471 1.2744
N -1.52233 2.58723 0.37332 -0.0056 -0.1891 -0.1995 -1.2065
C -2.87828 2.16457 -0.02482 0.0396 -0.0098 -0.0809 -0.5512
C -2.81385 1.36085 -1.32274 -0.1006 0.1272 0.1039 -1.0499
Te -1.21984 -0.18737 -1.28864 0.3368 -0.0873 -0.1159 -0.4490
C 0.08862 1.12049 -2.32913 -0.0594 -0.0425 -0.0015 1.5552
C -0.33581 1.77353 -3.47870 -0.0268 -0.0522 -0.0746 -1.0661
C 0.50031 2.68223 -4.11817 -0.0234 -0.0217 0.0109 -0.8316
C 1.76434 2.93928 -3.60838 0.0137 -0.0265 0.0448 -1.0379
C 2.19488 2.26454 -2.47304 -0.0045 -0.0205 -0.0493 -0.0237
C 1.36685 1.35257 -1.83578 -0.0360 -0.0264 -0.0307 -0.0116
C -1.95025 4.70537 -0.68662 0.0323 -0.0260 0.0926 -0.9937
C -2.06228 4.73648 -2.07017 0.0171 -0.0044 -0.0479 0.5852
C -2.91927 5.64590 -2.67656 0.0026 -0.0048 0.0224 -0.8976
C -3.66125 6.52849 -1.90390 0.0300 -0.0178 0.0299 -0.4791
C -3.53764 6.50786 -0.52016 0.0089 -0.0092 -0.0370 -0.7998
C -2.68260 5.59977 0.08688 0.0044 0.0044 0.0038 -0.0431
H 3.54590 7.29548 -0.79959 -0.0084 -0.0055 0.0029 0.3805
H 1.94723 7.94933 -0.44621 0.0093 -0.0143 0.0055 0.3371
H 2.24933 7.15200 -1.98537 0.0032 -0.0085 0.0091 0.3539
H 4.02919 5.31468 0.40982 -0.0213 -0.0315 -0.0358 0.5044
H 4.68792 3.31200 -0.98929 0.0357 0.0233 0.0444 0.2697
H 7.04752 3.35346 -1.69124 -0.0040 -0.0178 0.0175 0.4232
H 8.84603 3.13331 -0.00653 -0.0121 -0.0058 0.0052 0.3967
H 8.26503 2.83315 2.38270 -0.0036 0.0079 -0.0093 0.4054
H 5.88033 2.74841 3.06893 0.0064 0.0013 -0.0178 0.4527
H 0.05117 5.95357 -0.90481 0.0109 -0.0333 0.0226 0.4862
H -3.55525 3.01401 -0.11768 0.0155 0.0949 -0.0091 0.5580
H -3.25521 1.53420 0.78376 -0.0125 0.0175 -0.0086 0.1297
H -2.67249 2.02454 -2.17609 -0.0031 0.0127 0.0238 0.2924
H -3.76430 0.83989 -1.46607 0.0349 -0.0296 -0.0130 0.6228
H -1.31661 1.56941 -3.89476 0.0164 0.0143 0.0137 0.5502
H 0.16160 3.18381 -5.01711 0.0066 -0.0161 0.0077 0.4698
H 2.41393 3.65260 -4.10052 0.0053 -0.0150 0.0096 0.4448
H 3.18650 2.43787 -2.07597 -0.0242 0.0157 -0.0346 -0.0808
H 1.70946 0.81408 -0.96262 0.0014 -0.0380 0.0384 0.2063
H -1.46287 4.05852 -2.66745 -0.0259 0.0292 0.0081 0.4114
H -3.00340 5.66766 -3.75585 0.0022 -0.0077 0.0106 0.4501
H -4.32912 7.23563 -2.37822 0.0028 0.0029 0.0008 0.3838
H -4.10511 7.20186 0.08626 -0.0036 -0.0069 0.0005 0.4122
H -2.57810 5.58085 1.16555 -0.0105 0.0055 -0.0099 0.5351
C -0.98153 -3.53831 -4.99614 -0.0466 -0.0263 -0.0151 -1.6414
C 0.32101 -2.78586 -4.75519 0.0628 0.0447 -0.0784 1.6534
C 1.51167 -3.71517 -4.98167 0.0457 0.0095 0.0837 -1.2560
C 0.42148 -1.57424 -5.67400 -0.0131 0.0303 -0.0710 -1.5814
O 0.26095 -2.28349 -3.42734 0.0185 -0.0710 0.3264 0.4965
Si 1.28206 -2.37052 -2.12891 -0.0637 0.3398 0.1145 -2.9897
O 0.64570 -1.49487 -0.95662 0.0201 0.0375 -0.3216 1.5995
O 1.53685 -3.93687 -1.67554 0.0030 -0.1200 -0.0746 0.5010
C 0.75242 -4.84989 -0.91316 0.0054 0.1598 -0.0335 2.0611
C 0.64275 -6.12618 -1.73520 0.0004 -0.0862 -0.0359 -1.7999
C -0.63986 -4.30016 -0.61324 -0.0447 0.0143 -0.0178 -0.8766
C 1.50475 -5.10781 0.38501 0.0289 0.0207 0.0821 -1.8219
O 2.73481 -1.84537 -2.70604 0.0450 -0.1308 -0.0435 -0.3516
C 4.05576 -1.97547 -2.17206 -0.1808 0.0000 0.1234 1.8171
C 4.57128 -3.38946 -2.41453 -0.0092 -0.0880 -0.0141 -1.5478
C 4.90956 -0.97184 -2.93026 0.0765 0.0351 -0.0121 -1.6224
C 4.05244 -1.65698 -0.67834 -0.0568 -0.0284 0.0000 -1.0837
H -1.04872 -3.88612 -6.03000 -0.0027 0.0048 0.0352 0.4198
H -1.83017 -2.88449 -4.78711 0.0018 -0.0030 -0.0052 0.2531
H -1.04370 -4.40316 -4.33123 0.0058 0.0100 -0.0240 0.2357
H 1.45918 -4.14050 -5.98574 0.0134 0.0019 -0.0018 0.5738
H 1.51064 -4.52950 -4.25391 -0.0189 0.0167 -0.0387 0.1416
H 2.45029 -3.16902 -4.87519 -0.0473 -0.0199 -0.0110 0.1158
H 0.48012 -1.88037 -6.72148 0.0026 0.0199 0.0108 0.4763
H 1.31172 -0.99555 -5.41966 -0.0098 -0.0192 -0.0098 0.2157
H -0.45408 -0.93324 -5.54482 0.0293 -0.0111 0.0095 0.2560
H 0.05929 -5.94413 -2.64084 0.0247 -0.0039 0.0221 0.2595
H 0.15707 -6.91970 -1.16161 0.0049 0.0182 -0.0290 0.4504
H 1.63862 -6.46264 -2.03007 -0.0239 -0.0074 0.0195 0.3195
H -1.16435 -4.05851 -1.54248 0.0072 -0.0202 0.0382 -0.0063
H -0.56205 -3.38586 -0.02340 0.0326 -0.0752 -0.0385 -0.3098
H -1.21796 -5.04930 -0.06591 -0.0265 0.0124 -0.0157 0.6268
H 2.50691 -5.48283 0.16779 -0.0222 0.0005 0.0116 0.2993
H 0.98089 -5.84099 1.00308 0.0126 0.0001 0.0008 0.4848
H 1.59902 -4.17510 0.94633 -0.0030 -0.0121 -0.0129 0.2605
H 4.64275 -3.58614 -3.48667 -0.0002 -0.0038 0.0148 0.3347
H 3.89179 -4.12073 -1.97550 0.0527 0.0509 -0.0003 0.0128
H 5.56227 -3.51062 -1.97051 0.0035 -0.0001 -0.0360 0.4853
H 4.89057 -1.19885 -3.99812 -0.0052 0.0110 0.0198 0.3264
H 5.94536 -1.00476 -2.58203 -0.0412 0.0136 -0.0184 0.3985
H 4.51840 0.03565 -2.78716 -0.0082 0.0469 0.0186 0.1489
H 3.45394 -2.38938 -0.12923 0.0262 0.0387 -0.0341 -0.0194
H 3.61803 -0.67161 -0.50330 0.0055 0.0169 0.0091 0.0730
H 5.06954 -1.66910 -0.28019 -0.0139 -0.0048 -0.0073 0.6165
Cl -2.97249 1.28332 9.05849 -0.0200 -0.0197 -0.0246 -0.2147
C -3.19928 0.30435 7.64535 -0.0097 -0.0342 0.0178 0.3748
C -3.62590 -1.00914 7.77901 0.0074 0.0061 -0.0072 -1.0004
C -3.78693 -1.77722 6.63961 0.0457 -0.0260 -0.0251 -0.4032
C -3.53428 -1.26653 5.36740 -0.0540 -0.1014 0.0891 -0.2730
C -3.68141 -2.16840 4.16027 -0.1039 -0.0105 0.0506 0.6591
C -2.43552 -3.00674 3.91429 0.1723 -0.1112 0.0235 -2.1874
N -1.30766 -2.19206 3.51427 -0.0404 0.0080 0.2195 0.6020
C -0.37591 -1.58356 4.33294 -0.0699 -0.1872 0.0413 -0.3908
C 0.37598 -0.79324 3.52866 0.1022 -0.0212 -0.2633 -0.9939
N -0.08061 -0.91033 2.22849 -0.1404 0.4774 0.1637 0.4686
C -1.10743 -1.73733 2.26953 0.3571 -0.2118 -0.1724 -0.8226
O -4.70563 -3.12451 4.32262 -0.1991 0.1078 0.0013 -0.4170
C -6.02556 -2.57704 4.24160 0.0168 -0.0666 -0.0039 -0.5329
C -6.83736 -3.32458 3.22939 -0.0367 -0.0678 0.1420 0.0309
C -6.62566 -3.28134 1.88593 0.0523 0.0577 -0.0564 0.6127
Cl -5.42878 -2.35600 1.06842 -0.0002 -0.0081 0.0205 -0.1086
S -7.70305 -4.27037 1.00398 -0.0352 -0.0420 -0.1066 -0.1586
C -8.47895 -4.77191 2.44226 -0.0184 -0.0068 0.0379 -0.3629
C -7.92047 -4.19973 3.54138 0.0333 0.0244 0.0013 -1.0009
C -3.12744 0.05689 5.27519 -0.0646 0.0934 0.0064 0.9582
Cl -2.82848 0.77973 3.72428 0.0224 0.0991 0.0063 0.1077
C -2.95372 0.85051 6.40008 0.0177 0.0473 -0.0327 -0.9090
H -3.82719 -1.41741 8.75974 0.0150 0.0106 -0.0127 0.4399
H -4.11985 -2.80498 6.72431 -0.0012 0.0170 -0.0017 0.4767
H -3.87521 -1.55879 3.27368 0.0017 -0.0004 -0.0179 0.5976
H -2.65485 -3.72282 3.12374 0.0135 -0.0174 -0.0168 0.4640
H -2.18112 -3.55672 4.82011 0.0439 -0.0351 -0.0346 0.3475
H -0.33193 -1.78123 5.39074 -0.0161 -0.0144 -0.0346 0.4679
H 1.22475 -0.17406 3.76767 -0.0558 0.0616 -0.0217 0.6114
H -1.66466 -2.08596 1.41221 -0.0576 0.1075 0.0470 0.5357
H -5.97061 -1.51611 3.98163 0.0020 0.0093 -0.0265 0.4224
H -6.50140 -2.65505 5.22085 -0.0089 0.0272 0.0272 0.3851
H -9.30324 -5.46559 2.39485 0.0255 0.0214 0.0174 0.4221
H -8.25827 -4.38637 4.55213 0.0126 0.0055 -0.0366 0.3635
H -2.63401 1.87798 6.29817 0.0048 -0.0188 0.0037 0.4757